(1)
Below is a structure of composition C30H37N6O2PRuS in a non-equilibrium geometry, with properties calculated with wB97M-V/def2-TZVPD.

- Multiplicity: 6
- LUMO (spin up / spin down): 2.77 / 2.61 eV
- Charge: -1
- HOMO level (spin up / spin down): -3.35 / -4.20 eV
- F_max: 1.22 eV Å⁻¹
- ΔE to the lowest compared entry with this formula, charge and spin: 0.939 eV
- <S²>: 8.78

Each line ends with the Mulliken spin population.
Geometry (Å):
Ru  -0.56105  -0.58965  -0.59963  3.5297
O  -0.58457  1.84894  -1.33022  0.0540
C  -1.07982  2.86064  -0.73007  0.0122
C  -0.45335  4.14237  -0.79097  0.0017
C  -0.96364  5.24623  -0.15654  0.0024
C  -2.14542  5.16416  0.59202  0.0027
C  -2.79730  3.95555  0.64755  0.0003
C  -2.30483  2.80179  0.01591  -0.0505
C  -3.07200  1.59648  0.15131  0.0255
N  -2.74464  0.40250  -0.17096  0.0561
C  -3.77682  -0.60900  -0.02237  -0.0141
C  -3.11083  -1.95109  0.22674  0.0090
N  -2.23043  -2.18278  -0.89296  0.0563
C  -2.10548  -3.36568  -1.35518  0.0218
C  -1.28926  -3.74916  -2.46789  -0.0223
C  -1.42525  -5.06139  -2.94567  0.0084
C  -0.70472  -5.53169  -4.01690  0.0017
C  0.20825  -4.66832  -4.63647  0.0057
C  0.38962  -3.38864  -4.17846  0.0062
C  -0.34750  -2.85292  -3.07759  0.0079
O  -0.16192  -1.64196  -2.71960  0.1238
H  0.45205  4.23086  -1.37719  0.0005
H  -0.44800  6.19642  -0.23731  -0.0002
H  -2.53620  6.03214  1.10665  0.0003
H  -3.72643  3.87191  1.20456  0.0009
H  -4.06483  1.75381  0.60166  -0.0014
H  -4.33684  -0.67678  -0.96174  -0.0012
H  -4.48511  -0.35974  0.78047  -0.0057
H  -3.84966  -2.75491  0.34942  0.0035
H  -2.51282  -1.88215  1.14307  -0.0110
H  -2.66227  -4.18332  -0.87614  -0.0028
H  -2.14363  -5.71098  -2.45435  -0.0006
H  -0.83341  -6.54745  -4.36832  0.0002
H  0.77805  -5.02006  -5.49001  0.0003
H  1.10286  -2.73168  -4.65986  0.0004
C  0.56867  1.75727  2.18540  0.0286
N  -0.25111  0.56279  2.39675  -0.0893
C  -1.50434  0.96946  3.02941  0.0108
N  -1.28853  1.65901  4.30992  0.0008
C  -0.44835  2.83096  4.03882  0.0004
N  0.83874  2.47253  3.44196  -0.0006
C  1.52050  1.55460  4.35270  0.0018
N  0.73198  0.35169  4.61926  0.0063
C  0.46301  -0.31227  3.33381  0.0331
C  -0.54560  0.76335  5.19486  0.0002
H  0.05700  2.43719  1.50469  0.0040
H  1.51869  1.45014  1.74053  -0.0112
H  -2.12307  0.08295  3.19641  -0.0035
H  -2.03152  1.65573  2.37187  0.0088
H  -0.26855  3.35663  4.98141  0.0000
H  -0.98247  3.49025  3.34964  -0.0002
H  1.71174  2.07030  5.29911  0.0000
H  2.47506  1.25910  3.91022  -0.0003
H  -0.13206  -1.20828  3.50974  -0.0053
H  1.40873  -0.61775  2.88920  -0.0063
H  -0.36142  1.28064  6.14177  0.0001
H  -1.15052  -0.12629  5.38852  -0.0007
C  2.57481  1.82947  -1.20246  0.0115
P  1.47790  0.43236  -1.71927  0.1286
C  1.25200  0.89531  -3.47990  0.0137
C  2.79064  -0.85672  -1.73128  0.0018
C  3.34145  -1.15263  -0.48140  0.0240
C  4.28295  -2.15379  -0.33023  -0.0178
C  4.67864  -2.90139  -1.43189  0.0037
C  4.12093  -2.63845  -2.67185  -0.0035
C  3.18862  -1.61982  -2.82084  0.0011
H  3.38092  1.93255  -1.93056  0.0044
H  3.00821  1.66026  -0.21815  -0.0039
H  1.98846  2.74348  -1.17018  -0.0057
H  2.04799  0.46898  -4.08903  -0.0085
H  1.26108  1.98182  -3.54731  -0.0003
H  0.28890  0.51900  -3.81331  0.0049
H  2.98985  -0.60882  0.38753  0.0319
H  4.69168  -2.37297  0.64847  -0.0007
H  5.40103  -3.69985  -1.31375  0.0003
H  4.40136  -3.23974  -3.52872  -0.0004
H  2.75516  -1.44522  -3.79614  0.0037
S  0.39806  -2.15833  0.75133  1.0122

---

(2)
Below is a cluster of 2 separate species, C30H38BBrF10N6O10PS2 in total in a non-equilibrium geometry, with properties calculated with wB97M-V/def2-TZVPD.

- LUMO: 0.76 eV
- Charge: -1
- HOMO level: -3.53 eV
- F_max: 2.17 eV Å⁻¹

Each line ends with the Mulliken charge.
Geometry (Å):
C  5.50315  -4.57591  -1.46682  -1.5041
C  4.76308  -3.25973  -1.49032  0.1696
O  5.56803  -2.25375  -2.10143  -0.2835
C  4.86826  -1.26995  -2.73219  0.1892
O  4.10071  -1.52374  -3.59914  -0.5737
C  5.13344  0.14635  -2.33142  0.6027
C  3.82966  0.93355  -2.07425  -1.3228
C  3.95493  1.94285  -0.90196  -0.5120
C  2.80790  1.86553  0.08111  1.3097
C  1.95781  2.96671  0.16337  -1.2464
C  0.83684  2.98480  0.98370  1.5477
N  -0.02305  4.11645  1.03167  -0.7026
C  0.58732  1.84957  1.75166  0.7156
C  1.44381  0.75568  1.71699  -1.6497
C  2.57354  0.74641  0.88932  -0.5741
C  3.51087  -0.42940  0.91446  1.5667
C  4.72458  -0.15666  1.84688  -0.7677
C  6.07066  -0.73855  1.34159  0.2332
C  7.14284  0.33522  1.36950  -1.2607
N  8.44585  -0.15236  0.88142  -0.3542
C  8.74032  0.28620  -0.41652  0.4241
N  8.71863  -0.43703  -1.46315  -0.6868
N  9.05594  1.65614  -0.51949  -0.5015
N  1.19478  -0.39617  2.56614  1.1991
P  1.69486  -0.03417  4.18176  0.8797
O  2.36187  1.25684  4.34060  -0.6752
O  0.45046  -0.25619  5.14118  -0.4839
O  2.67481  -1.23019  4.59095  -0.5734
C  -0.18641  -0.81834  2.51668  -1.3662
C  -0.45159  -2.17140  2.33517  0.1457
Br  0.95828  -3.40026  2.11595  -0.1529
C  -1.76197  -2.61891  2.30745  -0.3697
C  -2.84048  -1.75640  2.49437  -0.1427
B  -4.26069  -2.50404  2.44432  0.9787
N  -5.07887  -2.69227  3.60058  -0.3401
O  -4.67575  -3.03416  1.25658  -0.6304
C  -2.58285  -0.37963  2.67058  -1.0765
S  -3.94064  0.73923  2.90454  1.3135
O  -4.77376  0.21946  3.94243  -0.6003
O  -3.54030  2.10145  3.06807  -0.7200
C  -4.89858  0.70177  1.28658  0.5788
F  -4.39544  -0.23048  0.46560  -0.2660
F  -4.70818  1.88929  0.70494  -0.2740
C  -6.41793  0.55356  1.47870  0.6846
F  -6.72701  -0.62103  2.02186  -0.2480
F  -6.79366  1.52550  2.31997  -0.2779
C  -7.23341  0.74338  0.14883  0.6342
F  -6.57523  0.29356  -0.89546  -0.2463
F  -8.35645  0.03779  0.27239  -0.2805
F  -7.56685  2.00169  -0.01240  -0.2448
C  -1.25261  0.08153  2.64909  0.9258
S  -0.83406  1.79074  2.80988  -0.5506
H  6.49488  -4.46683  -1.03684  0.3208
H  4.93215  -5.25885  -0.84495  0.4070
H  5.60334  -4.98906  -2.46494  0.3373
H  3.82934  -3.40901  -2.02603  0.4741
H  4.51770  -2.98900  -0.46338  0.0336
H  5.64833  0.61221  -3.16955  0.5815
H  5.80518  0.22144  -1.48662  -0.5099
H  3.03946  0.23880  -1.82096  0.5534
H  3.55011  1.45700  -2.97896  0.6107
H  3.96278  2.94486  -1.31441  0.6277
H  4.87933  1.79832  -0.34545  -0.3106
H  2.14538  3.83915  -0.44582  0.3933
H  0.56114  4.94056  0.93509  0.2755
H  -0.39655  4.19386  1.97153  0.2684
H  2.99979  -1.29928  1.30806  0.1490
H  3.85713  -0.68664  -0.07793  -1.4657
H  4.82643  0.92395  1.93020  0.6357
H  4.52306  -0.55368  2.83295  -0.1605
H  6.36660  -1.55104  2.00359  0.5855
H  5.94421  -1.12348  0.33506  -0.2426
H  6.82809  1.17416  0.75479  0.4054
H  7.21945  0.70925  2.38878  0.4105
H  8.49276  -1.15962  0.91498  0.3346
H  8.40191  -1.37939  -1.24436  0.2526
H  10.05720  1.79277  -0.46259  0.2671
H  8.78191  1.96735  -1.44187  0.2531
H  0.58298  -1.04870  5.67838  0.3188
H  3.50534  -0.81188  4.84800  0.3353
H  -1.94120  -3.67279  2.15792  0.5213
H  -4.70632  -3.32353  4.29447  0.2056
H  -6.03334  -2.92809  3.36627  0.1620
H  -4.16591  -2.71807  0.50357  0.3291
C  -7.64441  0.84500  -3.75320  -0.7582
C  -7.56215  1.79070  -4.94920  -0.5071
O  -8.31988  1.41860  -6.06925  -0.3470
C  -9.75266  1.79460  -6.09158  0.0892
O  -9.99553  3.02762  -5.79218  -0.8707
C  -10.60267  0.81000  -5.22738  0.7084
F  -10.17661  -0.48835  -5.30375  -0.2976
F  -11.87958  0.78837  -5.67335  -0.2988
F  -10.67537  1.09906  -3.91446  -0.2695
H  -7.64741  -0.19501  -4.08337  0.2354
H  -6.79137  1.00812  -3.09669  0.3454
H  -8.54450  1.01617  -3.16652  0.1960
H  -6.52317  1.77896  -5.30156  0.3101
H  -7.77844  2.82275  -4.65210  0.3005
H  -10.01643  1.45812  -7.12676  0.1645

---

(3)
Below is a structure of composition C30H38F4MoN3O5Sb2 in a non-equilibrium geometry, with properties calculated with wB97M-V/def2-TZVPD.

- Multiplicity: 3
- LUMO (spin up / spin down): -9.83 / -9.02 eV
- Charge: +3
- HOMO level (spin up / spin down): -15.19 / -15.22 eV
- F_max: 4.37 eV Å⁻¹
- ΔE to the lowest compared entry with this formula, charge and spin: 0.349 eV
- <S²>: 2.05

Each line ends with the Mulliken spin population.
Geometry (Å):
Mo  9.59975  -21.84721  -3.42506  2.1220
C  11.97793  -21.32686  -0.25096  -0.0010
Sb  10.92884  -22.99777  -1.10142  -0.0610
C  12.69631  -24.26479  -1.60582  -0.0054
C  9.83668  -23.82286  0.65997  -0.0124
C  9.29353  -25.22027  0.55444  0.0118
C  10.13023  -26.26525  1.06366  -0.0038
C  9.72836  -27.60184  1.11262  0.0032
C  8.51510  -27.90908  0.41997  -0.0007
C  7.76163  -26.93245  -0.20805  0.0024
C  8.12609  -25.56028  -0.16491  0.0017
C  7.25087  -24.53042  -0.78978  0.0062
Sb  8.03152  -23.91249  -2.82983  -0.0874
C  6.25692  -23.17914  -3.88290  -0.0184
C  8.49168  -25.56090  -4.22278  -0.0005
H  11.30780  -20.83213  0.44265  0.0002
H  12.22302  -20.68251  -1.05503  0.0018
H  12.88067  -21.67980  0.31573  -0.0018
H  12.94741  -24.25385  -2.69184  0.0004
H  12.48011  -25.30775  -1.30913  0.0000
H  13.55781  -23.87413  -1.05612  -0.0010
H  8.98662  -23.13489  0.91970  0.0009
H  10.69737  -23.97484  1.32927  -0.0012
H  11.12386  -26.02222  1.47681  -0.0002
H  10.30943  -28.29493  1.70321  0.0000
H  8.19951  -28.94199  0.24942  0.0000
H  6.81935  -27.28802  -0.52254  0.0002
H  7.02373  -23.54633  -0.32572  0.0001
H  6.36635  -24.99568  -1.17604  0.0006
H  6.13488  -22.11108  -3.78956  0.0016
H  5.40174  -23.69924  -3.49444  -0.0030
H  6.48928  -23.36062  -4.94278  0.0042
H  9.42194  -26.04293  -3.97246  -0.0005
H  8.52472  -25.01496  -5.20088  0.0070
H  7.60393  -26.26075  -4.24014  -0.0015
C  4.19965  -16.59518  -1.67770  0.0001
C  5.35709  -16.19725  -2.58800  -0.0003
N  6.58507  -17.07016  -2.48069  0.0028
C  6.77046  -17.95243  -3.49782  0.0026
C  7.68922  -19.02258  -3.50335  0.0282
C  7.67870  -19.89262  -4.76299  -0.0040
O  6.61867  -19.98667  -5.39222  0.0033
O  8.75057  -20.69290  -4.98466  0.0182
C  8.25735  -19.35261  -2.27128  -0.0037
O  9.19751  -20.32200  -2.13695  0.0125
C  7.97066  -18.59831  -1.08528  -0.0015
C  8.55236  -18.78952  0.13423  -0.0004
C  8.42603  -17.89137  1.17764  0.0017
F  8.90146  -18.30071  2.40517  0.0000
C  7.79613  -16.66240  1.02544  -0.0005
C  7.24853  -16.38791  -0.21825  -0.0012
C  7.20481  -17.31765  -1.24375  0.0001
N  7.68509  -15.84259  2.21285  0.0004
C  8.87532  -15.40599  2.95637  0.0002
C  8.54828  -15.04918  4.44855  0.0000
N  7.43981  -14.08863  4.47419  0.0000
C  6.23554  -14.64588  3.86075  0.0000
C  6.53329  -15.04540  2.37925  -0.0001
H  3.29090  -16.10619  -2.14913  0.0000
H  4.21069  -16.30050  -0.58723  0.0000
H  4.08474  -17.70070  -1.65790  0.0000
H  5.69253  -15.15794  -2.33653  0.0001
H  5.10403  -16.24534  -3.62843  0.0001
H  6.13658  -17.82295  -4.42432  -0.0006
H  8.96577  -19.74861  0.36946  -0.0016
H  6.81778  -15.41559  -0.36029  0.0001
H  9.35341  -14.44591  2.54722  -0.0001
H  9.57872  -16.23821  2.94040  -0.0001
H  9.44748  -14.70387  4.95413  0.0000
H  8.26188  -16.00262  4.93749  0.0000
H  7.73876  -13.23947  3.86110  0.0000
H  7.28892  -13.77674  5.43827  0.0000
H  5.35141  -14.02089  3.94430  0.0000
H  6.08357  -15.62488  4.38420  0.0000
H  6.52042  -14.16527  1.67209  0.0000
H  5.64405  -15.60641  1.98739  0.0000
F  14.13293  -22.56614  -4.23427  0.0009
C  13.39822  -22.18963  -5.32061  -0.0004
F  13.49924  -23.22525  -6.24098  -0.0002
F  13.98884  -21.11116  -5.84711  -0.0003
C  11.86301  -21.94986  -4.80535  0.0219
O  11.54105  -20.88391  -4.18594  -0.0400
O  11.12923  -22.93720  -4.66489  -0.0025

---

- What is the F_max in the second record?
  2.17 eV Å⁻¹